No. 1
C26H51B2ClF2N7O14P2S | ωB97M-V with the def2-TZVPD basis set

Geometry as XYZ:
```
106
Properties=species:S:1:pos:R:3
C -2.46 3.61 4.31
C -3.20 2.70 3.26
B -2.16 1.67 2.55
O -0.86 2.04 2.21
N -2.73 0.27 2.26
N -3.02 -0.49 3.39
C -2.92 -0.19 1.04
N -3.38 -1.53 0.78
C -2.12 -2.29 0.37
C -1.28 -2.51 1.68
C -0.23 -3.70 1.64
N 1.01 -3.19 2.31
C -2.62 -3.71 -0.10
C -3.43 -4.52 0.97
C -4.84 -4.90 0.35
Cl -2.62 -6.13 1.32
C -1.42 -1.51 -0.79
F -1.28 -2.42 -1.87
B 0.12 -1.08 -0.47
N 0.49 -0.15 0.63
O 1.17 -1.60 -1.28
C -2.25 -0.22 -1.29
C -3.39 -0.75 -2.22
C -3.02 -0.89 -3.75
C -3.81 -2.17 -4.27
F -3.51 0.17 -4.52
P -1.12 0.96 -2.32
S -0.39 2.45 -1.28
N -2.65 0.58 -0.11
P -3.83 1.83 -0.43
N -5.35 1.32 -0.32
H -3.18 4.41 4.63
H -2.15 3.05 5.22
H -1.56 4.06 3.85
H -4.04 2.16 3.77
H -3.69 3.34 2.48
H -0.95 2.89 1.75
H -2.16 -0.84 3.81
H -3.58 0.03 4.06
H -3.80 -1.94 1.61
H -0.81 -1.58 2.10
H -2.02 -2.80 2.48
H -0.57 -4.58 2.23
H 0.06 -3.97 0.60
H 1.55 -3.96 2.69
H 1.58 -2.69 1.62
H -1.77 -4.37 -0.42
H -3.27 -3.65 -1.02
H -3.65 -4.00 1.92
H -5.35 -3.91 0.16
H -5.48 -5.47 1.05
H -4.74 -5.38 -0.66
H 1.19 0.50 0.24
H 0.93 -0.65 1.40
H 1.97 -1.07 -1.11
H -3.64 -1.79 -1.89
H -4.36 -0.20 -2.20
H -1.95 -1.13 -3.94
H -4.06 -2.00 -5.34
H -4.75 -2.30 -3.68
H -3.15 -3.08 -4.19
H -2.01 1.56 -3.28
H -0.16 0.24 -3.08
H -3.60 2.92 0.47
H -3.63 2.25 -1.78
H -5.37 0.33 -0.07
C 3.80 5.31 -2.12
C 3.01 4.06 -2.38
O 3.76 3.07 -1.68
C 4.47 3.71 -0.71
O 5.07 3.15 0.15
O 4.41 5.05 -0.86
H 3.17 6.20 -2.08
H 4.58 5.47 -2.87
H 2.00 4.11 -1.96
H 2.94 3.83 -3.44
C 2.00 7.59 1.11
C 2.01 9.08 0.95
O 2.31 9.24 -0.43
C 1.93 8.11 -1.07
O 1.89 7.98 -2.26
O 1.60 7.13 -0.18
H 1.29 7.25 1.87
H 2.98 7.18 1.34
H 1.04 9.53 1.16
H 2.77 9.56 1.57
C 6.60 0.76 -0.76
C 5.72 -0.45 -0.89
O 6.65 -1.49 -1.19
C 7.87 -1.09 -0.72
O 8.82 -1.79 -0.67
O 7.84 0.21 -0.33
H 6.21 1.48 -0.04
H 6.75 1.27 -1.72
H 5.21 -0.70 0.04
H 4.98 -0.35 -1.69
C 2.88 -6.21 -0.66
C 3.19 -5.95 0.79
O 2.02 -6.43 1.45
C 1.44 -7.35 0.64
O 0.55 -8.06 0.96
O 2.01 -7.34 -0.60
H 3.77 -6.43 -1.25
H 2.34 -5.38 -1.13
H 4.06 -6.51 1.14
H 3.34 -4.89 0.99
```

**HOMO energy**: -12.06 eV
**HOMO-LUMO gap**: 0.301 hartree
**Molecular weight**: 874.817 g/mol
**Total charge**: +1

No. 2
C26H51BClIN5O8P2 | ωB97M-V with the def2-TZVPD basis set

Geometry as XYZ:
```
95
Properties=species:S:1:pos:R:3
C 5.44 2.20 1.08
C 4.41 2.10 1.89
N 3.48 1.01 1.74
O 4.00 -0.25 1.87
C 4.45 -0.53 3.24
C 4.16 -1.97 3.55
C 2.21 1.15 1.44
N 1.69 2.38 1.21
C 1.70 3.34 2.32
C 2.57 4.56 2.03
O 3.10 4.81 1.00
I 2.78 5.83 3.74
C 0.48 2.36 0.35
C 0.31 3.75 -0.31
C -0.89 3.85 -1.27
C -1.61 5.22 -1.20
C -3.11 5.09 -0.91
C -3.89 4.67 -2.15
O -5.25 4.40 -1.88
C -5.49 3.17 -1.22
C -6.57 2.36 -1.95
P -1.06 2.21 1.42
O -1.74 3.50 1.67
C 0.62 1.25 -0.74
C 1.56 1.66 -1.89
C 2.99 2.12 -1.56
C 0.89 -0.17 -0.13
C 1.96 -1.01 -0.89
C 1.40 -1.74 -2.09
O 0.73 -1.25 -2.95
Cl 1.79 -3.46 -2.14
B -0.43 -1.13 -0.15
O -1.64 -0.71 -0.64
O -0.23 -2.36 0.35
C -1.12 -3.47 0.02
C -0.50 -4.77 0.50
N 1.45 0.00 1.25
P 0.71 -0.61 2.64
N 1.22 0.18 3.88
H 6.02 3.11 1.05
H 5.74 1.39 0.44
H 4.26 2.77 2.73
H 5.52 -0.32 3.27
H 3.92 0.14 3.92
H 3.13 -2.23 3.33
H 4.82 -2.65 3.01
H 4.32 -2.13 4.62
H 2.05 2.86 3.24
H 0.70 3.73 2.53
H 0.16 4.49 0.48
H 1.23 4.02 -0.81
H -1.64 3.08 -1.07
H -0.55 3.71 -2.30
H -1.49 5.74 -2.15
H -1.16 5.86 -0.43
H -3.30 4.40 -0.09
H -3.50 6.06 -0.60
H -3.88 5.49 -2.87
H -3.43 3.80 -2.65
H -4.57 2.59 -1.12
H -5.82 3.38 -0.20
H -6.97 2.94 -2.79
H -6.18 1.42 -2.32
H -7.39 2.12 -1.28
H -0.55 1.68 2.63
H -1.87 1.24 0.81
H -0.38 1.23 -1.19
H 1.62 0.85 -2.61
H 1.08 2.47 -2.43
H 3.57 2.13 -2.48
H 3.04 3.12 -1.14
H 3.52 1.45 -0.87
H 2.33 -1.77 -0.20
H 2.83 -0.41 -1.17
H -1.73 -0.67 -1.60
H -1.26 -3.47 -1.06
H -2.08 -3.30 0.50
H -1.26 -5.42 0.92
H 0.21 -4.55 1.29
H 0.03 -5.30 -0.28
H -0.66 -0.44 2.40
H 0.93 -1.99 2.61
H 1.66 -0.39 4.59
C -1.24 -7.38 -2.36
C -1.44 -8.09 -1.04
O -0.79 -7.81 -0.05
N -2.39 -9.06 -1.00
C -3.25 -9.53 -2.07
H -0.45 -6.64 -2.24
H -0.94 -8.08 -3.14
H -2.15 -6.88 -2.68
H -2.47 -9.50 -0.10
H -4.30 -9.39 -1.81
H -3.08 -10.59 -2.27
H -3.05 -8.98 -2.98
```

**HOMO energy**: -11.10 eV
**HOMO-LUMO gap**: 0.287 hartree
**Molecular weight**: 796.838 g/mol
**Total charge**: +1

No. 3
C26H51CuNO10S3 | ωB97M-V with the def2-TZVPD basis set

Geometry as XYZ:
```
92
Properties=species:S:1:pos:R:3
Cu 0.33 -0.22 0.67
C -2.88 0.75 -0.88
C -3.72 -0.54 -1.00
C -4.48 -0.46 -2.41
C -4.95 -1.84 -2.91
C -3.89 -2.95 -2.78
C -3.32 -3.19 -1.32
N -2.84 -1.74 -1.00
O -1.64 -1.66 -0.14
C -2.23 -4.23 -1.40
C -4.37 -3.77 -0.29
C -4.82 -0.68 0.10
H -2.02 0.75 -1.53
H -2.64 0.94 0.17
H -3.48 1.61 -1.19
H -3.90 -0.01 -3.21
H -5.32 0.23 -2.33
H -5.21 -1.85 -3.97
H -5.79 -2.19 -2.30
H -3.08 -2.84 -3.51
H -4.42 -3.84 -3.12
H -1.63 -4.29 -0.49
H -1.64 -4.16 -2.31
H -2.73 -5.20 -1.49
H -4.08 -3.85 0.76
H -4.69 -4.75 -0.63
H -5.35 -3.30 -0.23
H -4.50 -1.30 0.94
H -5.80 -0.97 -0.27
H -4.95 0.27 0.62
C 2.27 -0.60 -2.55
O 1.45 -0.73 -1.43
H 2.67 0.35 -2.89
H 3.17 -1.21 -2.57
H 1.79 -0.99 -3.45
C 3.82 -4.51 0.53
C 3.06 -3.90 -0.68
C 1.60 -4.02 -0.30
S 1.48 -3.84 1.60
O 0.87 -5.08 2.08
O 0.85 -2.53 1.88
C 3.32 -3.88 1.89
H 4.90 -4.64 0.41
H 3.56 -5.57 0.55
H 3.35 -4.24 -1.68
H 3.31 -2.84 -0.75
H 1.25 -5.03 -0.50
H 0.86 -3.41 -0.81
H 3.40 -4.31 2.89
H 3.60 -2.83 1.96
C -0.36 4.16 -2.72
C -0.36 5.32 -1.70
C -0.04 4.76 -0.30
S 1.12 3.36 -0.59
O 0.62 2.15 0.05
O 2.44 3.83 -0.19
C 0.81 3.24 -2.38
H -0.34 4.61 -3.72
H -1.27 3.61 -2.50
H -1.28 5.91 -1.79
H 0.35 6.11 -1.91
H -0.91 4.39 0.25
H 0.50 5.49 0.30
H 0.63 2.18 -2.56
H 1.76 3.57 -2.79
C 5.74 1.77 0.02
C 5.19 2.80 1.07
C 4.24 2.21 2.02
S 3.90 0.45 1.55
O 2.44 0.28 1.52
O 4.74 -0.47 2.22
C 4.55 0.84 -0.17
H 6.61 1.29 0.48
H 6.06 2.15 -0.96
H 4.67 3.53 0.45
H 5.99 3.44 1.45
H 3.33 2.79 1.93
H 4.40 2.11 3.10
H 3.79 1.39 -0.73
H 4.71 -0.13 -0.63
O -0.73 0.51 2.72
C -0.85 1.51 3.42
O -0.13 1.64 4.59
C -0.63 2.69 5.42
C -1.47 3.58 4.45
C -1.74 2.72 3.25
H 0.13 3.23 5.98
H -1.34 2.25 6.12
H -1.00 4.53 4.17
H -2.46 3.89 4.76
H -1.59 3.10 2.23
H -2.75 2.31 3.37
```

**HOMO energy**: -1.40 eV
**HOMO-LUMO gap**: 0.121 hartree
**Molecular weight**: 697.438 g/mol
**Total charge**: -1

No. 4
C26H51N4O8 | ωB97M-V with the def2-TZVPD basis set

Geometry as XYZ:
```
89
Properties=species:S:1:pos:R:3
C -0.90 5.00 2.37
C -1.17 3.88 1.42
C -2.01 4.06 0.32
C -2.21 3.00 -0.57
C -1.59 1.77 -0.39
C -0.78 1.56 0.73
C -0.04 0.29 1.04
N -0.49 -0.92 0.33
C -1.89 -1.25 0.17
O -2.15 -2.41 0.93
O -3.09 -3.19 0.20
C 0.39 -1.77 -0.12
N 1.74 -1.65 0.03
C 2.42 -0.57 -0.71
C 2.31 -3.01 -0.04
C 1.05 -3.88 -0.31
N 0.03 -2.95 -0.75
C -0.33 -2.86 -2.17
N 0.19 -1.66 -2.83
C -0.58 2.63 1.61
H -0.15 4.70 3.10
H -1.80 5.30 2.91
H -0.50 5.86 1.85
H -2.48 5.02 0.17
H -2.85 3.17 -1.42
H -1.75 0.98 -1.11
H 1.01 0.46 0.88
H -0.15 0.08 2.11
H -2.52 -0.44 0.53
H -2.14 -1.41 -0.88
H -3.93 -2.98 0.62
H 2.97 -0.98 -1.54
H 3.07 -0.01 -0.04
H 1.69 0.12 -1.11
H 2.72 -3.22 0.94
H 3.09 -3.05 -0.79
H 0.76 -4.18 0.69
H 1.15 -4.81 -0.85
H -1.41 -2.92 -2.29
H 0.08 -3.75 -2.64
H 0.61 -1.93 -3.71
H -0.56 -1.03 -3.08
H 0.06 2.49 2.47
C -0.03 11.36 1.88
O -0.41 10.77 0.66
C -0.02 11.51 -0.48
C 0.41 10.60 -1.62
O 1.66 9.95 -1.43
C 1.76 8.92 -0.47
C 1.07 7.62 -0.85
O -0.34 7.74 -0.79
C -1.01 7.09 -1.85
H -0.67 12.22 2.13
H -0.13 10.61 2.66
H 1.02 11.69 1.86
H 0.80 12.20 -0.24
H -0.88 12.10 -0.82
H 0.56 11.24 -2.49
H -0.38 9.89 -1.87
H 1.45 9.26 0.52
H 2.83 8.70 -0.41
H 1.38 6.85 -0.13
H 1.40 7.32 -1.85
H -0.56 7.32 -2.82
H -2.04 7.45 -1.86
H -1.02 6.00 -1.69
C -1.25 -6.55 0.43
O -0.20 -7.44 0.15
C 0.91 -7.34 1.03
C 1.50 -8.69 1.36
O 0.70 -9.50 2.20
C -0.50 -10.07 1.70
C -0.31 -11.19 0.70
O 0.17 -10.71 -0.55
C 1.15 -11.53 -1.14
H -1.01 -5.53 0.10
H -2.14 -6.88 -0.09
H -1.47 -6.53 1.51
H 0.62 -6.84 1.96
H 1.68 -6.73 0.54
H 2.41 -8.51 1.92
H 1.78 -9.22 0.45
H -1.17 -9.31 1.31
H -0.98 -10.51 2.58
H -1.28 -11.67 0.54
H 0.39 -11.93 1.12
H 1.92 -11.81 -0.42
H 1.62 -10.95 -1.94
H 0.70 -12.43 -1.58
```

**HOMO energy**: -10.54 eV
**HOMO-LUMO gap**: 0.286 hartree
**Molecular weight**: 547.714 g/mol
**Total charge**: +1